Entry 1:
This record from the Open Molecules 2025 dataset describes C17H26N2OS in the gas phase. The level of theory is the ωB97M-V functional and the def2-TZVPD basis.

Last column: Mulliken charge in e.
Cartesian coordinates (Å):
S  0.679  0.529  -0.973  -0.40
O  -3.019  -0.504  0.079  -0.72
N  -2.104  -1.035  -1.898  0.04
N  -2.088  -4.002  -2.139  0.19
C  -2.126  -4.439  -3.513  -0.95
C  2.661  1.967  0.444  -0.70
C  0.383  1.431  1.410  0.70
C  -3.224  -3.232  -1.694  -0.88
C  -0.847  0.240  -0.181  0.65
C  -1.016  -1.218  -2.826  -1.43
C  0.680  2.101  2.715  -1.01
C  -3.310  -1.781  -2.207  -0.97
C  -0.825  0.788  1.076  -1.86
C  3.276  4.707  3.940  -1.28
C  1.298  1.372  0.402  0.46
C  3.032  2.273  1.896  -0.91
C  -2.046  -0.465  -0.666  0.87
C  -0.108  -2.417  -2.495  0.05
C  1.898  3.025  2.599  0.49
C  2.310  3.529  3.986  -0.75
C  -0.804  -3.528  -1.680  -1.29
H  -0.421  -0.305  -2.891  0.59
H  4.217  4.429  3.473  0.30
H  3.490  5.056  4.947  0.39
H  -3.060  -4.973  -3.685  0.32
H  0.750  -2.083  -1.911  0.25
H  2.674  2.891  -0.145  0.33
H  3.222  1.338  2.428  0.29
H  -1.299  -5.129  -3.680  0.31
H  0.875  1.334  3.472  0.29
H  -0.123  -4.388  -1.655  0.45
H  -3.467  -1.758  -3.287  0.44
H  -4.132  -3.762  -1.991  0.39
H  -3.192  -3.197  -0.601  0.40
H  -1.675  0.719  1.732  0.52
H  -4.148  -1.286  -1.712  0.46
H  -0.938  -3.183  -0.652  0.38
H  -2.052  -3.629  -4.254  0.28
H  1.410  3.839  4.523  0.39
H  3.949  2.863  1.913  0.31
H  1.620  3.887  1.982  0.24
H  2.762  2.708  4.546  0.34
H  2.844  5.532  3.377  0.32
H  -1.469  -1.367  -3.811  0.44
H  0.270  -2.830  -3.431  0.42
H  3.389  1.287  -0.005  0.43
H  -0.196  2.666  3.043  0.41

Results
Energy above the lowest of the compared OMol25 structures with the same formula, charge and spin in eV: 0.186
E in Eh: -1246.3336
HOMO-LUMO gap in eV: 8.713
SMILES string: CC[C@H]1CCc2sc(C(=O)N3CCCN(C)CC3)cc2C1
HOMO energy in Eh: -0.2959
F_max in eV/A: 0.80

---

Entry 2:
This record from the Open Molecules 2025 dataset describes C20H21BrF5GeN3O5RuTe as an isolated structure in a non-equilibrium geometry. The level of theory is the ωB97M-V functional and the def2-TZVPD basis.

Last column: Löwdin spin population.
Cartesian coordinates (Å):
Te  1.971  2.271  0.593  0.00
Ru  0.098  -0.511  0.029  3.91
Br  7.067  -3.240  -0.174  0.00
Ge  -1.175  4.236  0.047  0.01
F  3.432  2.767  -0.702  0.00
F  3.450  1.947  1.691  0.00
F  0.876  2.510  2.188  0.00
F  2.262  4.106  1.088  0.00
F  1.603  0.244  1.445  0.13
O  2.018  -0.082  -1.021  0.14
O  -1.355  -1.331  3.757  0.01
O  -1.404  -0.096  1.978  0.07
O  -0.474  1.405  -0.275  0.31
O  -0.128  -1.813  2.038  0.09
N  0.634  -2.575  -0.483  0.08
N  -0.977  -1.078  2.634  0.00
N  -1.892  -1.515  -0.508  0.08
C  5.443  -2.282  -0.423  0.01
C  3.056  -0.818  -0.819  0.01
C  -1.522  -5.651  -0.549  0.00
C  0.015  4.748  -1.413  0.00
C  4.342  -0.209  -0.957  0.01
C  -4.266  -1.704  -0.452  0.00
C  -3.071  -0.954  -0.485  0.02
C  -0.466  -3.465  -0.497  0.00
C  -2.946  4.855  -0.564  0.00
C  -0.370  -4.829  -0.554  0.01
C  -1.511  2.284  0.097  0.03
C  1.852  -2.990  -0.352  0.03
C  4.248  -2.909  -0.287  0.00
C  -2.913  -3.697  -0.486  0.00
C  -0.908  5.087  1.767  0.00
C  5.490  -0.914  -0.761  0.00
C  -2.767  -5.107  -0.506  0.01
C  -1.775  -2.877  -0.490  0.00
C  3.028  -2.204  -0.482  0.01
C  -4.179  -3.062  -0.459  0.01
H  -5.217  -1.193  -0.420  0.00
H  0.599  -5.305  -0.597  0.00
H  -5.072  -3.675  -0.443  0.00
H  -0.074  4.634  2.295  0.00
H  -0.516  4.566  -2.348  0.00
H  4.358  0.845  -1.196  0.00
H  -1.397  -6.726  -0.573  0.00
H  4.209  -3.961  -0.031  0.00
H  0.972  4.229  -1.438  0.00
H  0.237  5.814  -1.333  0.00
H  -2.322  2.204  -0.644  0.01
H  -1.889  2.015  1.088  0.00
H  -3.082  0.130  -0.475  0.00
H  -3.118  4.568  -1.603  0.00
H  6.449  -0.419  -0.854  0.00
H  -0.710  6.150  1.619  0.00
H  2.028  -4.039  -0.105  0.00
H  -3.651  -5.732  -0.496  0.00
H  -3.019  5.943  -0.495  0.00
H  -1.826  4.979  2.347  0.00
H  -3.743  4.429  0.049  0.00

Results
Energy above the lowest of the compared OMol25 structures with the same formula, charge and spin in eV: 0.735
Total charge: -1
E in Eh: -6828.3487
HOMO-LUMO gap (spin up / spin down) in eV: 6.499 / 6.678
Spin multiplicity: 6
HOMO energy (spin up / spin down) in Eh: -0.1951 / -0.2085
<S²>: 8.763
F_max in eV/A: 2.24

---

Entry 3:
This record from the Open Molecules 2025 dataset describes C40H39N5O4S2V as an isolated structure. The level of theory is the ωB97M-V functional and the def2-TZVPD basis.

Last column: Löwdin spin population.
Cartesian coordinates (Å):
V  0.351  -0.194  -0.225  1.98
S  2.529  1.965  -4.167  0.01
S  1.583  1.825  -1.272  0.02
O  -1.691  -0.303  -0.349  0.06
O  0.054  -0.663  1.971  0.01
O  2.286  -1.020  -0.478  0.02
O  4.924  -1.370  -1.369  0.00
N  0.010  -2.332  0.192  -0.01
N  0.106  -0.402  -2.342  0.12
N  -3.067  2.654  -1.225  0.00
N  -0.903  -2.600  1.205  0.00
N  0.992  0.095  -3.240  -0.03
C  1.760  -3.260  -1.166  0.00
C  -3.978  -3.104  -2.376  0.00
C  3.939  -2.308  -1.580  0.00
C  -1.553  2.476  -1.194  0.00
C  1.690  1.112  -2.849  0.11
C  0.027  2.276  -6.744  0.00
C  -1.052  2.723  0.203  0.00
C  2.613  -2.122  -1.055  0.00
C  -2.742  -2.735  -2.889  0.10
C  -1.900  -1.779  -2.261  0.03
C  -0.657  -1.424  -2.851  0.26
C  -2.375  -1.200  -1.023  0.06
C  -3.486  -1.594  5.391  0.00
C  -3.620  -1.611  -0.529  0.02
C  -1.932  0.946  -5.307  0.00
C  -0.151  -2.218  -4.024  0.04
C  3.419  -4.525  -2.404  0.00
C  -3.565  -2.607  4.442  0.00
C  0.570  -3.336  -0.349  0.01
C  -1.378  3.948  0.792  0.00
C  -0.176  3.314  2.741  0.00
C  -1.947  0.898  -6.695  0.00
C  0.043  2.344  -5.354  0.00
C  -2.529  -0.597  5.250  0.00
C  -0.783  -1.618  2.061  0.00
C  -3.587  2.602  -2.606  0.00
C  -2.690  -2.626  3.365  0.00
C  -0.954  4.254  2.075  0.00
C  4.305  -3.451  -2.248  0.00
C  1.137  3.057  -4.620  0.01
C  4.666  -0.073  -1.910  0.00
C  -0.962  1.566  -7.411  0.00
C  -0.272  1.741  0.843  -0.03
C  -1.654  -0.616  4.172  0.00
C  -4.427  -2.543  -1.187  0.12
C  0.152  2.110  2.132  0.00
C  -0.950  1.671  -4.648  0.00
C  -3.787  1.682  -0.354  0.00
C  2.172  -4.420  -1.835  0.00
C  -1.721  -1.634  3.226  0.00
H  -3.083  3.347  -3.218  0.00
H  -1.200  5.207  2.530  0.00
H  -5.376  -2.844  -0.755  0.01
H  -2.705  0.322  -7.213  0.00
H  -4.172  -1.578  6.231  0.00
H  -2.659  0.382  -4.731  0.00
H  3.907  0.454  -1.341  0.00
H  -1.929  4.710  0.231  0.00
H  0.199  -4.331  -0.092  0.00
H  -4.581  -3.837  -2.902  0.00
H  0.813  2.771  -7.306  0.00
H  -0.952  1.517  -8.495  0.00
H  -3.810  0.713  -0.848  0.00
H  0.186  3.529  3.743  0.00
H  0.900  -1.999  -4.185  0.00
H  -3.908  -1.215  0.441  0.00
H  -0.682  -1.994  -4.958  0.01
H  -3.227  3.576  -0.832  0.00
H  -3.379  1.611  -3.004  0.00
H  -4.798  2.057  -0.190  0.00
H  0.766  1.407  2.683  0.00
H  5.316  -3.498  -2.638  0.00
H  -2.470  0.204  5.979  0.00
H  -1.153  3.192  -1.916  0.00
H  3.722  -5.420  -2.933  0.00
H  1.479  -5.256  -1.878  0.00
H  -3.239  1.576  0.576  0.00
H  -0.896  1.650  -3.567  0.00
H  -0.914  0.160  4.025  0.00
H  -4.318  -3.381  4.540  0.00
H  -0.265  -3.290  -3.828  0.01
H  1.546  3.880  -5.210  0.00
H  0.777  3.461  -3.670  0.00
H  -2.743  -3.397  2.606  0.00
H  4.342  -0.153  -2.953  0.00
H  -4.662  2.774  -2.599  0.00
H  -1.344  1.459  -1.514  0.00
H  -2.415  -3.187  -3.818  0.01
H  5.613  0.468  -1.872  0.00

Results
Energy above the lowest of the compared OMol25 structures with the same formula, charge and spin in eV: 1.501
Total charge: -2
E in Eh: -3862.7837
HOMO-LUMO gap (spin up / spin down) in eV: 3.187 / 5.273
Spin multiplicity: 4
HOMO energy (spin up / spin down) in Eh: 0.0265 / -0.0504
<S²>: 3.805
F_max in eV/A: 0.87